No. 1
64
Properties=species:S:1:pos:R:3:mulliken_charge:R:1 method="wB97M-V/def2-TZVPD" e_above_lowest_ev=0.769 multiplicity=1 lumo_energy_ev=0.04 total_charge=0 orbital_gap_ev=3.13 total_energy_ev=-53555.892
P -0.6438 2.1279 -1.6357 1.45
P -0.6263 -0.7688 2.1143 0.46
C -0.1035 0.5026 -0.8097 0.91
C -1.0032 -0.1366 0.2929 0.13
H 0.9721 0.7722 -0.6763 0.01
H -0.1610 -0.1855 -1.6580 -0.85
H -1.6978 0.6620 0.6148 0.42
H -1.5490 -0.9908 -0.1818 -1.00
C 0.4389 -2.2005 1.4687 -1.29
H 1.5064 -2.2007 1.8257 0.43
H 0.4002 -2.4271 0.3632 -0.71
H -0.0119 -3.0879 1.9376 0.65
C -2.0366 -1.8022 2.7088 -1.08
H -1.8636 -2.8736 2.4869 0.36
H -3.0032 -1.4737 2.2902 0.29
H -2.0400 -1.6586 3.8102 0.36
C -0.1921 2.0437 -3.3815 -1.52
H 0.0309 3.0599 -3.7022 0.54
H -0.9967 1.6700 -4.0105 0.39
H 0.6930 1.4158 -3.5507 0.38
C -2.4180 2.0977 -1.5477 -1.40
H -2.7433 1.6306 -0.6121 0.30
H -2.8492 1.5664 -2.4033 0.54
H -2.7450 3.1346 -1.5716 0.51
Mg 1.6302 -0.7227 0.5674 0.16
C -1.2925 -3.4144 -0.6507 0.00
C -0.1853 -3.9719 -1.1645 -0.30
C 0.0665 -4.1904 -2.6281 -0.79
C -0.6862 -3.2061 -3.5760 -1.24
C -0.7129 -1.7931 -3.1151 0.16
C -1.8019 -1.2146 -2.5620 -0.55
C -2.9605 -1.9380 -1.9797 -0.83
C -2.6190 -3.3108 -1.3170 -1.17
C 0.1665 3.4722 -0.7443 -1.26
H -1.3372 -3.1838 0.4107 0.66
H 0.4778 -4.5349 -0.4863 0.34
H -0.2088 -5.2286 -2.8897 0.39
H 1.1443 -4.1196 -2.8803 0.39
H -0.1981 -3.2245 -4.5613 0.47
H -1.7156 -3.5246 -3.7997 0.32
H 0.1214 -1.1662 -3.4485 0.46
H -1.9751 -0.1405 -2.7347 0.44
H -3.6994 -2.1083 -2.7850 0.39
H -3.5212 -1.3143 -1.2651 0.22
H -3.3921 -3.5162 -0.5560 0.38
H -2.7127 -4.1371 -2.0344 0.36
H 0.0423 3.4800 0.3658 0.23
H -0.1651 4.4699 -1.0787 0.52
H 1.2389 3.3876 -0.9940 0.38
O 0.8595 2.6434 3.9611 -0.69
C 2.1744 2.9433 3.9066 0.39
C 2.7096 3.7797 4.9092 -0.68
C 4.0333 4.1904 4.7926 -0.24
C 4.8173 3.9163 3.6587 -0.71
C 4.2866 3.0722 2.6872 -0.42
C 3.0315 2.4933 2.8610 0.21
C 2.5768 1.4041 1.9597 0.93
O 3.3111 0.6008 1.2678 -0.81
O 1.2875 1.2223 1.9139 -0.40
H 0.6662 2.0357 3.1844 0.46
H 2.0702 4.0928 5.7432 0.41
H 4.4744 4.7547 5.6069 0.37
H 5.8257 4.3112 3.5134 0.37
H 4.8143 2.8133 1.7695 0.42

---

No. 2
49
Properties=species:S:1:pos:R:3:mulliken_charge:R:1 method="wB97M-V/def2-TZVPD" e_above_lowest_ev=0.423 multiplicity=1 lumo_energy_ev=0.35 total_charge=0 orbital_gap_ev=9.82 total_energy_ev=-27241.504
C -1.4554 -3.6522 0.5548 -0.74
C -1.6346 -2.4064 0.9728 -0.63
C -0.5108 -1.6186 1.5688 0.55
C -0.4370 -1.5219 2.8884 -1.30
C 0.4148 -0.9030 0.6141 1.28
C 1.0475 -1.6359 -0.5376 -0.07
C 2.2812 -0.8840 -1.0671 -0.37
C 3.5559 -1.4769 -0.4993 -1.42
H -2.1866 -4.1651 -0.0659 0.40
H -0.5220 -4.1990 0.6148 0.29
H -2.6016 -1.9062 0.9078 0.43
H 0.4779 -1.1814 3.3589 0.35
H -1.1417 -1.9293 3.5951 0.44
H -0.2107 -0.0397 0.2994 -0.81
H 1.1394 -0.3921 1.2617 0.23
H 0.3055 -1.7288 -1.3309 -0.23
H 1.2087 -2.7025 -0.3887 0.53
H 2.2507 0.1902 -0.9609 -0.01
H 2.2922 -1.1288 -2.1356 0.45
H 4.4347 -0.8877 -0.7762 0.40
H 3.5558 -1.3047 0.5972 0.31
H 3.8328 -2.5275 -0.5209 0.38
O 2.6465 1.8422 0.7879 -0.80
H 2.9025 0.9529 0.5234 0.18
H 2.7829 2.3512 -0.0427 0.44
O -2.8976 3.3158 -1.4028 -0.70
H -2.9425 2.9322 -0.5144 0.35
H -2.9800 2.4889 -1.9025 0.33
O -2.0548 0.6166 3.3606 -0.62
H -1.6017 1.4131 3.0608 0.32
H -1.6146 0.3221 4.1600 0.32
O -2.0842 1.4001 0.4570 -0.45
H -2.4203 0.5330 0.1974 0.32
H -1.5108 1.1054 1.1834 0.02
O 0.2303 2.3959 1.9330 -0.54
H -0.0930 3.2889 1.7880 0.36
H 0.9324 2.2886 1.2495 0.28
O 2.3519 2.7389 -1.7088 -0.64
H 1.3704 2.7076 -1.7372 0.37
H 2.8688 2.8123 -2.4926 0.25
O -1.8973 0.7352 -2.9676 -0.70
H -1.6302 -0.1671 -2.7521 0.38
H -1.3161 1.3108 -2.4478 0.39
O -0.2243 2.2861 -1.3492 -0.67
H -0.5753 3.1209 -1.6738 0.33
H -0.5635 2.1632 -0.4459 0.19
O -2.1160 -2.0195 -2.3188 -0.74
H -2.2045 -2.2361 -1.3756 0.24
H -1.4558 -2.6980 -2.5199 0.32

---

No. 3
30
Properties=species:S:1:pos:R:3:mulliken_charge:R:1 method="wB97M-V/def2-TZVPD" e_above_lowest_ev=2.522 multiplicity=1 lumo_energy_ev=0.48 total_charge=0 orbital_gap_ev=7.76 total_energy_ev=-15196.214
C 2.1374 1.5571 0.4627 -1.25
C 1.2775 0.8832 -0.3760 -0.49
C 0.1783 0.0135 -0.1305 1.19
C 0.3187 -1.2625 0.7187 -0.62
C 1.4484 -1.8870 -0.1129 -1.33
C -1.0096 0.0951 -0.9480 0.79
C -1.3211 1.2586 -1.7592 -1.52
N -1.9652 -0.9454 -0.9911 -0.46
H 2.8186 2.3648 0.2012 0.31
H 1.9735 1.2108 1.4793 0.24
H 1.3695 1.1266 -1.4339 0.20
H -0.6871 -1.8560 0.6813 0.13
H 0.3826 -0.9435 1.7875 0.59
H 1.3184 -2.9509 -0.0969 0.48
H 1.3753 -1.7114 -1.1367 -0.01
H 2.4028 -1.7694 0.2855 0.35
H -2.2784 1.7058 -1.3208 0.35
H -1.5870 1.1938 -2.7781 0.40
H -0.5145 2.0079 -1.6242 0.37
H -2.8702 -0.8077 -1.4475 0.26
H -2.0278 -1.5004 -0.1392 0.14
O -0.3992 2.0706 2.7267 -0.69
H 0.3420 1.5851 3.1826 0.33
H 0.0660 2.9093 2.3881 0.31
O -1.3579 -0.8492 2.9970 -0.71
H -1.2164 0.1892 2.8945 0.39
H -1.7470 -1.1932 2.1768 0.32
O 1.0362 -0.8283 -3.1993 -0.61
H 1.3332 -0.3384 -2.5357 0.27
H 0.8931 -1.6969 -2.9496 0.29

---

No. 4
175
Properties=species:S:1:pos:R:3:mulliken_charge:R:1 method="wB97M-V/def2-TZVPD" e_above_lowest_ev=13.410 multiplicity=1 lumo_energy_ev=-5.14 total_charge=+1 orbital_gap_ev=4.07 total_energy_ev=-246185.109
C 6.5604 -3.2540 0.5595 -0.48
C 7.5297 -2.2824 -0.3019 0.54
O 8.1895 -2.8556 -1.2338 -0.61
N 7.7265 -0.8613 -0.0991 0.60
C 7.8568 -0.0174 -1.3009 -1.03
C 6.9626 -0.2695 1.0213 -0.25
C 7.8650 0.0229 2.2613 0.19
C 9.4356 -0.2699 2.3671 -1.03
C 10.3049 0.7546 1.4732 -0.38
C 10.1751 2.2816 1.9278 0.32
F 8.9772 2.9114 2.3932 -0.24
C 11.3401 3.0952 1.8503 0.16
F 12.6717 2.6034 1.9427 -0.20
F 11.1675 4.4853 1.6527 -0.19
C 7.0198 0.6679 3.4488 0.45
O 7.5983 1.0374 4.7043 -0.41
C 7.7881 -0.2209 5.3786 0.55
N 7.8706 -1.3269 5.8654 -0.51
C 5.5294 0.8185 3.0244 -0.61
N 4.8415 0.4654 1.8536 -0.88
N 5.5579 -0.0744 0.8646 1.58
C 4.7321 -0.4096 -0.3670 -1.06
C 4.5859 0.8170 -1.3952 0.37
C 4.2428 2.2349 -0.7207 -0.87
C 2.6571 2.4188 -0.3799 1.26
C 2.2781 3.9812 -0.0767 -0.52
C 0.7219 4.2964 -0.4603 -0.44
C -0.3064 3.7740 0.6709 -0.11
C -0.8909 2.3052 0.2651 0.08
Si -1.3816 1.3746 1.8881 0.05
C -2.8029 2.4002 2.6903 -0.96
C 0.1264 1.2372 3.0759 -0.82
C -1.9181 -0.3988 1.3605 0.62
C -2.7694 -0.5350 0.0307 -0.38
C -3.2237 -1.9728 -0.3795 -0.24
C -2.8813 -3.2427 0.4564 -0.19
C -2.0050 -3.0782 1.7618 -0.64
C -1.5227 -1.6645 2.2044 -0.20
H 5.5975 -2.7093 0.8947 0.16
H 7.1933 -3.6159 1.4595 0.15
H 6.3162 -4.2170 -0.0347 0.36
H 8.9292 -0.1437 -1.7223 0.38
H 7.1566 -0.3129 -2.1695 0.27
H 7.7750 1.1029 -1.0263 0.40
H 9.8158 -0.3625 3.4542 0.44
H 9.6052 -1.3195 1.8996 0.32
H 11.4185 0.4756 1.5010 0.42
H 9.9798 0.7069 0.3668 0.20
H 4.8623 1.3168 3.8311 0.46
H 5.0750 -1.3574 -0.8991 0.39
H 3.6585 -0.6353 0.0125 0.36
H 5.4697 0.9712 -2.1016 0.09
H 3.6821 0.5558 -2.0758 -0.18
H 4.8848 2.4788 0.1949 0.19
H 4.4702 3.0442 -1.5139 0.66
H 1.9830 2.0204 -1.2309 -1.03
H 2.4622 1.8540 0.5997 -0.30
H 2.3543 4.1738 1.0595 0.18
H 2.9220 4.7224 -0.6652 0.44
H 0.4153 3.8206 -1.4561 0.26
H 0.5698 5.4367 -0.6039 0.31
H -1.1980 4.4745 0.8259 0.36
H 0.2856 3.6425 1.6487 -0.42
H -1.8413 2.4228 -0.3680 0.32
H -0.0391 1.7580 -0.2891 -0.11
H -2.3521 3.4063 3.0275 0.26
H -3.6053 2.6151 1.8889 0.26
H -3.2740 1.8888 3.6001 0.34
H 0.3808 2.2699 3.5103 0.24
H -0.1383 0.4841 3.8998 0.39
H 1.0005 0.8107 2.4555 0.08
H -3.0238 0.4226 -0.5451 0.17
H -3.8741 -2.0501 -1.3384 0.14
H -3.2472 -4.2873 0.1537 0.34
H -1.7431 -4.0295 2.3460 0.30
H -0.8823 -1.5334 3.1427 0.14
C -7.3422 -6.0121 -1.7771 -0.23
C -7.2307 -5.2781 -0.4503 -0.37
O -6.0455 -4.4873 -0.5616 -0.24
S -5.8570 -4.0349 -2.1083 0.90
O -6.3805 -2.7073 -2.2543 -0.56
O -4.5367 -4.4014 -2.5300 -0.54
O -6.9176 -5.0717 -2.7658 -0.13
H -6.6665 -6.8713 -1.8120 0.25
H -8.3600 -6.3445 -1.9794 0.29
H -7.1604 -5.9595 0.3972 0.35
H -8.0755 -4.6010 -0.3022 0.27
C 3.4911 7.2154 2.6773 -0.37
C 2.9168 7.5787 4.0383 -0.36
O 1.5062 7.6611 3.8346 -0.21
S 1.0728 6.5980 2.6867 1.07
O 0.5944 5.4105 3.3326 -0.54
O 0.3238 7.2940 1.6846 -0.59
O 2.5593 6.2960 2.1065 -0.22
H 3.5472 8.0920 2.0254 0.29
H 4.4787 6.7584 2.7552 0.34
H 3.3072 8.5232 4.4158 0.33
H 3.1065 6.7896 4.7698 0.23
C 5.9813 -3.7321 3.9134 0.28
C 5.3833 -3.3641 5.2621 -0.29
O 3.9766 -3.2815 5.0347 -0.34
S 3.5633 -4.3494 3.8828 1.03
O 3.0749 -5.5341 4.5214 -0.55
O 2.8324 -3.6559 2.8646 -0.47
O 5.0611 -4.6526 3.3295 -0.29
H 6.0487 -2.8565 3.2596 -0.34
H 6.9674 -4.1889 4.0102 0.40
H 5.7674 -2.4184 5.6422 0.20
H 5.5609 -4.1516 6.0004 0.35
C -12.1709 -4.3520 -0.4435 -0.11
C -11.7715 -5.3946 -1.4760 -0.34
O -10.6473 -6.0675 -0.9060 -0.24
S -10.8119 -6.0987 0.7096 1.09
O -11.3632 -7.3682 1.0801 -0.56
O -9.6155 -5.5666 1.2966 -0.56
O -11.9843 -4.9837 0.8252 -0.29
H -11.5127 -3.4791 -0.4893 0.24
H -13.2072 -4.0311 -0.5611 0.13
H -11.5086 -4.9502 -2.4363 0.37
H -12.5675 -6.1305 -1.6222 0.28
C 0.5991 -0.4006 -4.6950 -0.41
C 0.7095 0.6110 -5.8249 0.10
O 0.6890 1.8889 -5.1818 -0.34
S 1.3925 1.7599 -3.7274 1.01
O 2.7563 2.1911 -3.8452 -0.55
O 0.4939 2.2824 -2.7450 -0.52
O 1.3820 0.1403 -3.6272 -0.36
H -0.4335 -0.4937 -4.3467 0.34
H 0.9739 -1.3831 -4.9834 0.32
H -0.1095 0.5263 -6.5400 0.36
H 1.6656 0.5130 -6.3527 -0.15
C 5.2353 -1.6254 -8.8858 -0.34
C 4.4792 -0.6671 -9.7929 -0.34
O 3.1834 -0.5456 -9.2048 -0.32
S 3.3172 -0.6879 -7.5945 1.31
O 3.3583 0.6295 -7.0303 -0.63
O 2.4035 -1.6986 -7.1511 -0.57
O 4.8209 -1.2952 -7.5587 -0.31
H 4.9515 -2.6630 -9.0830 0.29
H 6.3164 -1.5206 -8.9847 0.31
H 4.4048 -1.0343 -10.8166 0.32
H 4.9434 0.3235 -9.7952 0.30
C 4.3256 10.3874 8.8267 -0.36
C 3.6806 11.2306 7.7369 -0.32
O 3.2661 10.2944 6.7412 -0.30
S 2.8576 8.8990 7.4642 1.18
O 1.4352 8.8790 7.6285 -0.55
O 3.5856 7.8333 6.8360 -0.53
O 3.5307 9.2035 8.9088 -0.31
H 5.3430 10.0962 8.5505 0.27
H 4.3444 10.9009 9.7887 0.32
H 4.3695 11.9623 7.3145 0.31
H 2.7895 11.7437 8.1100 0.30
C -8.0881 -7.1856 -7.8336 -0.38
C -6.7086 -6.7399 -7.3724 -0.34
O -6.9517 -5.8504 -6.2830 -0.29
S -8.2919 -6.3257 -5.5001 1.23
O -7.8963 -7.1088 -4.3667 -0.53
O -9.1799 -5.2066 -5.4014 -0.59
O -8.8554 -7.3358 -6.6389 -0.30
H -8.5650 -6.4188 -8.4507 0.29
H -8.0548 -8.1258 -8.3856 0.31
H -6.1481 -6.2380 -8.1614 0.30
H -6.1263 -7.5857 -6.9946 0.30
C -14.4700 -0.4333 0.7772 -0.25
C -15.1130 0.4141 -0.3104 -0.33
O -15.5304 -0.5182 -1.3078 -0.31
S -15.9430 -1.9139 -0.5886 1.12
O -17.3655 -1.9316 -0.4233 -0.55
O -15.2203 -2.9789 -1.2196 -0.54
O -15.2680 -1.6148 0.8569 -0.30
H -13.4534 -0.7267 0.4998 0.22
H -14.4492 0.0780 1.7404 0.32
H -14.4220 1.1448 -0.7314 0.31
H -16.0025 0.9290 0.0643 0.29